{"formula": "CH10NO4", "method": "ωB97M-V/def2-TZVPD", "symbols": ["N", "C", "O", "H", "H", "H", "H", "H", "H", "O", "H", "H", "O", "H", "H", "O"], "xyz": [[2.0034, -1.7286, -0.1070], [0.5529, -1.3119, 0.3861], [0.4033, -0.0491, 0.0022], [1.9300, -1.3557, -0.9885], [2.6908, -1.2079, 0.3782], [-0.2626, -1.9865, 0.0129], [0.4406, -1.4824, 1.4696], [0.0175, 1.5805, 2.2873], [-0.2319, 0.4374, 1.3694], [-0.8111, 1.1254, 2.0757], [-0.4744, -0.2354, -1.2828], [-0.8419, 0.4273, -2.3256], [-1.1194, -0.3805, -1.9608], [-0.8135, 1.8308, 0.0263], [-2.1120, 1.9303, -0.8493], [-1.3715, 2.4062, -0.4936]], "lowdin_charge": [0.01, -0.45, -0.32, -0.02, 0.01, 0.10, 0.08, 0.00, 0.07, -0.22, -0.08, -0.01, -0.08, -0.02, 0.01, -0.07], "total_charge": -1, "relative_energy_kcal_mol": 33.6, "lumo_ha": 0.15537}